(1)
{
  "formula": "C33H58N3O15PS6",
  "method": "ωB97M-V/def2-TZVPD",
  "species": ["S", "H", "O", "H", "H", "S", "H", "H", "C", "N", "C", "C", "S", "C", "H", "O", "O", "C", "H", "H", "H", "S", "O", "O", "H", "H", "C", "H", "H", "H", "H", "H", "H", "H", "C", "O", "O", "H", "H", "O", "C", "C", "H", "O", "H", "O", "H", "H", "C", "H", "H", "H", "C", "H", "C", "C", "C", "H", "C", "P", "H", "C", "S", "H", "C", "H", "H", "H", "H", "C", "O", "C", "C", "O", "O", "C", "H", "H", "H", "O", "H", "H", "C", "H", "H", "H", "C", "N", "H", "C", "H", "H", "C", "C", "C", "C", "C", "H", "H", "H", "O", "C", "S", "H", "H", "H", "H", "C", "N", "H", "C", "H", "H", "C", "H", "H"],
  "positions_angstrom": [[3.81858, -3.83200, -4.57873], [4.70321, 7.98449, 1.95852], [10.08557, -5.34099, -4.10180], [-9.65680, 6.39138, 2.97721], [-10.47164, 4.83802, 2.71314], [-1.89009, 0.14680, -2.94197], [0.07747, 2.99903, 0.48181], [11.24294, -8.02238, -2.40477], [-9.70164, 5.19658, 4.73756], [-3.65446, -1.45918, -1.67885], [-5.55127, -2.34730, 5.24507], [-10.30781, 5.64247, 3.42571], [-2.29720, -2.80253, -3.38920], [2.47254, 3.59623, -0.97952], [-7.61511, 2.95816, 1.85875], [8.34687, -4.44243, -5.09130], [1.46886, -2.25180, -0.43369], [2.70725, -3.77378, -1.58644], [5.07127, 11.22521, 0.53045], [6.31024, 9.77038, -1.05089], [2.59909, -0.20470, -0.19605], [0.78160, -3.64077, -0.09870], [5.32239, -4.30988, -2.09057], [-9.87203, 5.81388, 5.75138], [-7.39863, -3.48093, 5.30027], [-11.27311, 6.09481, 3.63735], [-8.76429, 3.21146, 3.65913], [5.71054, -3.46256, -2.34899], [-4.48814, -2.54642, 5.12330], [1.11157, -3.53908, -4.37203], [4.49836, 6.82366, 0.63132], [0.65132, 1.50290, 2.66283], [6.93304, -5.32858, -3.16054], [9.72692, -7.95183, -3.31136], [2.27620, 1.00029, -1.98285], [3.87047, 9.68792, 0.05475], [3.67136, -6.07271, -2.69458], [5.05358, 9.96702, 1.74483], [11.25409, -7.75238, -4.15599], [-0.58441, -3.63862, -0.48957], [10.72773, -7.52790, -3.22865], [1.02571, 2.64798, 0.84125], [7.51938, -6.85903, -3.83069], [-7.03976, 0.16162, 3.28282], [10.18705, -5.77014, -2.06686], [-5.47314, -2.19049, -0.18322], [1.33257, 1.20116, -1.48447], [-6.76312, -1.24746, -1.37640], [-6.32620, -3.64721, 5.19747], [-7.60124, -1.16406, 6.19642], [3.61852, -1.24310, -2.89246], [3.93608, -6.39841, -1.82004], [2.21380, -2.35780, -1.70761], [4.24446, -1.77972, -1.36435], [-7.74217, 3.69334, 2.65296], [-6.93425, -0.63608, 4.17494], [6.30660, 9.54921, 0.01619], [-0.62882, -1.49056, -4.42227], [10.68374, -6.03101, -3.00273], [3.89606, -4.50121, -2.79594], [0.11403, -3.96673, -2.94394], [7.81323, -5.93749, -3.32963], [2.18278, 5.16541, -1.12832], [3.35331, -3.71922, -0.69036], [-5.86596, -0.99055, -0.82127], [-6.78002, 3.85097, 3.13956], [4.25814, 2.34280, 0.74899], [-9.73619, 3.01521, 3.20381], [3.24648, 7.01087, 1.86887], [0.46858, -3.16522, -3.58216], [-8.89238, 4.12121, 4.75954], [-2.62014, -1.28393, -2.62802], [-7.97978, -0.76710, 5.25795], [1.63829, -4.59680, -1.10512], [2.17265, 8.30301, -0.04952], [3.08864, -0.01294, -1.14770], [8.23148, -6.17648, -2.35384], [11.69646, -5.63653, -2.94006], [4.05653, 0.42339, -0.91572], [1.06312, -4.05942, 1.22896], [7.21204, 9.96117, 0.46260], [6.33357, 8.46484, 0.12423], [1.14912, -2.02444, -2.81165], [2.07836, 0.62028, -2.97989], [1.61610, -1.39011, -3.55857], [-6.06620, -0.22642, -0.06714], [1.34732, 1.89937, 1.94471], [2.69257, 1.70081, 2.02503], [-8.38480, 0.22075, 5.46281], [3.98582, 7.53960, 1.27306], [-8.78041, -1.40917, 4.89334], [-6.00348, -4.31110, 5.99961], [3.20981, 2.30170, 0.98082], [5.07672, 10.14541, 0.66880], [-0.77134, -2.56448, -4.30818], [3.25790, 8.53724, 0.40035], [-4.75771, -0.51948, -1.81999], [-6.16405, -4.14649, 4.24247], [-4.46691, 0.49054, -1.50739], [-8.42853, 2.27355, 4.09490], [-5.89240, -1.48307, 4.15723], [8.75366, -5.16512, -4.22661], [3.10173, 2.59664, -2.27487], [-2.21232, -1.75371, -0.13389], [-0.88202, -2.97052, -5.30973], [-8.03632, 4.64207, 2.20228], [0.35863, -1.45392, -2.32972], [-4.28533, -2.03753, 0.56457], [2.22868, 2.88424, 0.23370], [-5.66768, -1.83041, 6.19871], [-3.20100, -1.34212, -0.29862], [-3.17201, -0.28636, 0.00378], [-5.12301, -0.43948, -2.83967], [3.35520, -1.35511, -1.84532], [-3.94605, -3.05212, 0.76492], [-4.44659, -1.49656, 1.49995]],
  "relative_energy_kcal_mol": 0.00,
  "spin_multiplicity": 1,
  "homo_lumo_gap_ev": 8.0
}

(2)
{
  "formula": "C33H59BN6O3Ti",
  "method": "ωB97M-V/def2-TZVPD",
  "species": ["C", "N", "H", "H", "H", "H", "O", "C", "C", "H", "H", "H", "N", "H", "C", "H", "H", "C", "H", "C", "C", "C", "H", "C", "H", "C", "H", "H", "C", "H", "C", "H", "H", "H", "B", "H", "H", "C", "H", "H", "H", "N", "H", "C", "H", "C", "H", "C", "H", "H", "C", "N", "C", "H", "H", "H", "H", "H", "C", "C", "H", "H", "H", "H", "H", "C", "H", "C", "C", "H", "H", "C", "Ti", "H", "H", "H", "H", "C", "O", "H", "C", "C", "C", "H", "H", "C", "C", "C", "H", "H", "H", "C", "H", "H", "H", "H", "H", "O", "C", "H", "N", "H", "N"],
  "positions_angstrom": [[2.57625, -1.64016, -0.51250], [0.83779, 0.58348, -1.01960], [-2.50640, 1.30403, -4.41778], [0.01994, 0.67151, 3.70176], [-0.05234, 1.01730, -4.97675], [5.81237, 3.80292, 2.98511], [-2.25207, -2.20287, 0.67387], [-2.19795, -3.60412, -1.21879], [-0.32573, -0.15978, 3.08544], [-1.26608, -4.75146, -2.76619], [-0.52857, -4.21960, 0.91772], [-3.72092, -0.79916, -0.23867], [-4.25296, 0.05795, -0.39175], [4.76348, 5.21964, 2.78431], [1.35289, -2.39809, -4.00049], [3.13637, 1.35611, 3.80875], [-4.80632, 1.79176, -2.52022], [3.45727, 3.05676, 1.72744], [-4.06144, -3.83810, 1.77039], [1.80494, -1.49495, -1.81682], [0.39554, -0.25098, -3.36809], [2.46949, 4.08801, 3.79939], [-1.92028, -5.73592, -1.44645], [-0.26101, 2.29275, -3.31337], [2.09909, 4.86950, 3.13304], [-1.88973, 0.48712, -4.03377], [-4.16598, -4.96496, 0.41091], [2.32730, -0.81583, 0.15110], [2.20594, -2.94137, 0.20360], [4.23649, 2.82089, -1.45995], [-2.50737, 2.14668, 2.17854], [0.78711, 2.58760, -3.25066], [-1.73359, -4.22914, 2.20128], [-4.04455, -4.36853, -2.05527], [-1.46415, -1.58459, -0.32018], [-3.12276, -3.29835, -3.12536], [-2.24170, 0.19104, -3.04817], [-3.94540, -3.93421, 0.69048], [-5.20247, -0.06644, -0.71030], [4.42780, -2.38390, -1.38784], [-0.04132, -1.07592, 3.60377], [-2.27634, 0.73131, 1.84109], [1.01340, 0.70608, 1.77605], [4.08672, -1.55963, -0.76033], [0.16979, -1.18064, -5.27790], [0.96129, -0.39155, -2.08641], [0.34819, 2.95476, 0.73960], [-4.31365, 2.16620, -1.62095], [1.66240, 3.38456, 4.00093], [4.87406, 1.60339, 3.61321], [-1.84852, -0.13128, 2.95942], [2.40835, 2.36173, 1.28492], [3.82321, 2.80692, -0.46222], [2.61827, -3.32858, -2.54948], [5.05291, 4.54567, 4.39170], [-2.86918, 2.25230, 3.20558], [-3.27964, 2.53586, 1.50962], [-3.15853, 0.35581, 1.51347], [1.94654, 1.33919, -0.98734], [4.90555, 4.29220, 3.34163], [4.04193, 2.27695, 5.02092], [-1.74083, -5.50954, 0.97638], [-2.01170, -0.37250, -4.69237], [-0.40542, -4.82720, -1.23456], [2.74480, 4.55119, 4.74780], [2.61450, 2.16084, -0.07898], [-0.69492, 2.32875, -2.32304], [-2.51410, -3.58401, 0.31344], [-1.39648, -4.80955, -1.68553], [-4.05259, -2.60996, -1.79618], [-2.18437, -1.13725, 2.72674], [-1.24252, 2.97972, 2.01193], [-0.85249, 0.44472, 0.08200], [-0.77335, 3.02621, -3.93965], [2.52406, 1.27752, -1.91178], [-0.50814, 2.68509, 2.75622], [2.63546, -2.96816, 1.20755], [3.94825, 2.07097, 3.95255], [-2.31222, 1.09301, -0.85271], [-4.67404, -3.27853, 0.21472], [0.59958, -1.28072, -4.28738], [-1.56731, -4.44739, 1.14553], [-3.55067, 1.07350, -0.95406], [-3.64197, 2.97321, -1.90097], [4.62749, -1.60198, 0.18679], [1.97338, -2.48681, -2.76927], [4.34668, 3.37436, 0.66638], [-0.41327, 0.90918, -3.95071], [-5.08834, 2.55263, -0.95725], [4.34824, -0.62429, -1.25774], [-2.30395, 0.18070, 3.90449], [3.68622, 3.37690, 3.18825], [-1.49228, 4.02870, 2.19303], [0.80598, -0.94333, 1.56522], [-1.05668, 3.37137, -0.00154], [2.57659, -3.81184, -0.33878], [1.48670, -3.17680, -4.73995], [-1.40691, -2.41383, -1.41103], [-3.44010, -3.46274, -2.09584], [1.12077, -3.02270, 0.27655], [-0.64800, 2.75429, 0.69156], [5.26510, 3.93228, 0.73570], [0.30314, -0.08386, 1.75503]],
  "spin_multiplicity": 2,
  "homo_lumo_gap_ev": [7.3, 7.4],
  "charge": 1
}